Entry 1:
C9H14 | ωB97M-V/def2-TZVPD

Atoms and positions in Å:
C  -1.343  0.871  0.190
C  -0.518  0.452  1.234
C  0.533  -0.430  0.982
C  0.760  -0.893  -0.315
C  -0.065  -0.474  -1.359
C  -1.116  0.408  -1.107
H  -2.170  1.565  0.388
H  -0.697  0.817  2.254
H  1.182  -0.759  1.804
H  1.587  -1.587  -0.513
H  0.113  -0.838  -2.379
H  -1.766  0.738  -1.929
C  -0.939  -2.885  1.452
C  -1.813  -2.266  0.362
C  -1.574  -2.920  -0.999
H  -1.158  -3.962  1.546
H  -1.124  -2.402  2.427
H  0.127  -2.763  1.196
H  -2.879  -2.379  0.639
H  -1.597  -1.183  0.290
H  -1.803  -3.997  -0.946
H  -2.211  -2.462  -1.774
H  -0.518  -2.799  -1.295

As for the orbital gap: 10.375 eV. As for the structure (SMILES): c1ccccc1.CCC. As for the spin multiplicity: 1.



Entry 2:
C6H16NO2 | ωB97M-V/def2-TZVPD

Atoms and positions in Å:
C  2.580  -0.912  -0.570
O  3.743  -0.245  -0.111
C  1.392  -0.230  0.090
C  0.064  -0.457  -0.614
C  -1.061  0.269  0.095
C  -1.507  1.436  -0.362
C  -1.627  -0.410  1.304
N  1.677  1.254  0.101
H  2.498  -0.841  -1.659
H  2.576  -1.967  -0.290
H  4.524  -0.809  -0.131
H  1.319  -0.512  1.139
H  -0.143  -1.531  -0.615
H  0.129  -0.148  -1.661
H  -1.162  1.887  -1.283
H  -2.307  1.962  0.143
H  -0.878  -0.979  1.858
H  -2.411  -1.106  0.989
H  -2.111  0.288  1.987
H  0.871  1.752  0.493
H  2.534  1.440  0.625
H  1.821  1.592  -0.852
H  -5.417  -0.499  0.672
H  -5.057  -0.864  -0.771
O  -4.675  -0.577  0.066

As for the orbital gap: 10.284 eV. The charge is +1. As for the spin multiplicity: 1.



Entry 3:
C15H26BeN6O7 | ωB97M-V/def2-TZVPD

Atoms and positions in Å:
O  -1.804  -1.238  -4.563
H  -1.629  -1.397  -5.524
Be  0.132  0.457  -1.751
N  1.197  -0.837  -1.387
N  -1.177  -1.525  -0.978
N  0.469  1.758  -0.738
N  -2.180  1.152  -0.254
O  2.432  -0.454  -1.309
O  1.818  2.228  -0.929
O  -2.939  0.487  0.636
O  -2.187  -1.773  -0.218
C  -0.362  -2.562  -1.335
C  0.961  -2.166  -1.641
C  -0.366  2.700  -0.286
C  -1.674  2.283  0.219
C  1.999  -3.145  -2.075
H  1.875  -3.248  -3.174
H  1.848  -4.138  -1.596
H  2.982  -2.737  -1.826
C  -0.888  -3.951  -1.174
H  -1.925  -3.932  -1.573
H  -0.938  -4.266  -0.111
H  -0.270  -4.676  -1.715
C  0.111  4.064  0.054
C  -2.339  3.092  1.314
H  0.825  4.354  -0.719
H  0.629  4.070  1.036
H  -0.786  4.716  0.069
H  -3.104  2.486  1.831
H  -2.793  4.033  0.943
H  -1.546  3.354  2.029
H  2.172  1.329  -1.169
H  -2.753  -0.511  0.323
C  -3.294  -0.379  -3.927
H  -3.904  -1.281  -4.316
H  -3.044  0.585  -4.394
H  -3.157  -0.264  -2.828
O  -0.287  0.523  -3.228
H  -1.115  -0.563  -4.191
H  0.053  1.208  -3.881
N  3.231  0.752  5.591
C  2.445  -0.301  5.258
O  2.289  -1.276  5.978
C  1.836  -0.200  3.882
C  2.317  0.664  2.901
C  1.681  0.688  1.658
N  0.615  -0.051  1.374
C  0.176  -0.911  2.276
C  0.755  -1.033  3.546
H  3.556  0.783  6.583
H  3.152  1.657  5.149
H  3.176  1.318  3.035
H  2.053  1.364  0.900
H  -0.684  -1.521  1.987
H  0.360  -1.767  4.236

As for the orbital gap (alpha / beta): 4.076 / 4.253 eV. As for the spin multiplicity: 1.



Entry 4:
C4H4N3O3 | ωB97M-V/def2-TZVPD

Atoms and positions in Å:
C  -0.686  -1.655  0.117
C  -2.123  -0.681  1.834
C  0.223  1.358  -0.284
C  2.021  0.450  -1.623
N  -1.358  -0.819  0.622
N  -0.395  1.970  0.588
N  0.836  1.074  -1.266
O  0.168  -2.243  -0.433
O  -2.300  0.477  2.218
O  -2.407  -1.723  2.391
H  2.338  -0.597  -1.074
H  1.875  -0.035  -2.588
H  2.867  1.072  -1.727
H  -1.059  1.352  1.225

As for the orbital gap: 8.631 eV. The charge is -1. As for the spin multiplicity: 1.



Entry 5:
C17H28N4O2S | ωB97M-V/def2-TZVPD

Atoms and positions in Å:
C  2.897  4.988  -2.964
C  1.630  4.162  -3.806
C  1.785  3.921  -5.098
C  1.209  3.141  -3.025
N  1.861  2.576  -2.196
N  1.577  1.281  -1.732
C  0.376  1.114  -2.188
N  -0.506  0.022  -1.750
C  -1.578  0.026  -2.168
O  -2.129  0.715  -3.058
C  -2.521  -1.501  -1.786
C  -2.817  -1.127  -0.186
C  -1.708  -1.660  0.687
O  -0.493  -1.704  0.251
N  -1.729  -1.838  2.090
C  -0.807  -2.141  2.933
C  -0.781  -0.735  4.036
C  0.407  -0.932  5.115
C  1.976  -1.540  4.434
C  2.239  -2.877  4.833
C  1.205  -3.967  4.096
C  -0.056  -4.107  4.554
C  -1.308  -3.523  3.515
S  -0.397  2.298  -3.188
H  3.747  4.153  -2.975
H  2.835  5.111  -1.852
H  3.208  5.805  -3.550
H  0.931  5.024  -3.603
H  2.884  3.254  -5.250
H  1.090  3.744  -5.665
H  2.274  4.901  -5.684
H  -0.151  -0.733  -0.995
H  -3.302  -1.419  -2.165
H  -1.726  -2.294  -1.936
H  -3.683  -1.924  -0.018
H  -2.947  -0.196  -0.016
H  -2.812  -1.518  2.357
H  0.048  -2.107  2.394
H  -1.905  -0.845  4.654
H  -0.719  0.244  3.466
H  0.381  0.161  5.535
H  0.136  -1.501  5.869
H  1.764  -1.277  3.484
H  2.317  -0.891  4.887
H  1.963  -2.953  5.809
H  3.164  -2.975  4.465
H  1.405  -3.968  2.913
H  1.664  -4.732  4.386
H  -0.215  -3.764  5.432
H  -0.413  -5.154  4.661
H  -1.416  -4.146  2.692
H  -2.021  -3.327  4.256

As for the orbital gap: 8.633 eV. As for the structure (SMILES): CC(C)c1nnc(NC(=O)CCC(=O)NC2CCCCCCC2)s1. As for the spin multiplicity: 1.



Entry 6:
C4H7N3 | ωB97M-V/def2-TZVPD

Atoms and positions in Å:
C  -2.400  0.477  -0.439
C  -1.524  0.015  0.429
N  -0.894  -0.243  1.446
H  -2.132  0.714  -1.454
H  -3.451  0.437  -0.208
H  -0.826  0.454  2.179
C  1.715  -1.073  0.012
N  0.983  -0.041  -0.706
C  1.052  1.252  -0.359
N  1.307  2.300  0.047
H  2.286  -1.671  -0.696
H  1.013  -1.711  0.555
H  2.370  -0.628  0.758
H  0.501  -0.282  -1.563

As for the orbital gap: 9.831 eV. As for the structure (SMILES): C=C=N.CNC#N. As for the spin multiplicity: 1.



Energy above the lowest of the compared OMol25 structures with the same formula, charge and spin
In order: 18.7; 9.5; 110.4; 56.1; 461.0; 59.3
Unit: kcal per mole